# 1
{"formula": "C5H7N", "method": "ωB97M-V with the def2-TZVPD basis set", "species": ["C", "C", "C", "C", "C", "N", "H", "H", "H", "H", "H", "H", "H"], "xyz": [[0.1197, 1.0015, 0.8088], [0.3386, -0.4811, 1.0667], [-1.0042, -0.8333, 0.5052], [-0.7857, 0.5032, -0.3285], [0.2029, -0.1579, -1.2644], [0.6682, -1.1398, -0.2377], [0.9559, 1.6760, 0.5831], [-0.4781, 1.4051, 1.6308], [0.8617, -0.9237, 1.9123], [0.0191, -1.9627, -0.3065], [-1.6156, 1.0876, -0.7241], [1.0332, 0.4626, -1.6259], [-0.2456, -0.6966, -2.1017]], "forces_ev_per_angstrom": [[0.1, 0.1, 0.1], [-0.1, -0.1, 0.3], [-0.1, 0.2, 0.1], [-0.2, 0.2, -0.2], [-0.1, 0.1, -0.2], [0.0, -0.2, 0.0], [-0.1, -0.1, 0.0], [0.1, 0.0, -0.1], [-0.2, 0.0, -0.1], [0.5, -0.1, -0.1], [0.2, 0.0, 0.1], [-0.2, -0.1, 0.0], [0.0, 0.1, 0.1]], "lowdin_charge": [-0.11, -0.32, 0.08, -0.28, -0.17, 0.01, 0.11, 0.11, 0.13, 0.10, 0.12, 0.11, 0.12], "homo_lumo_gap_ev": 9.581, "e_tot_ev": -6783.4749, "homo_ev": -8.52}

---

# 2
{"formula": "C4HHgLiO4", "method": "ωB97M-V with the def2-TZVPD basis set", "species": ["O", "C", "C", "C", "H", "Li", "O", "C", "O", "O", "Hg"], "xyz": [[2.2008, 1.4092, 0.6296], [2.4099, 2.3915, 1.1488], [-0.4882, -0.1368, -1.4839], [-0.4084, 1.1001, -1.4990], [-0.0804, 2.0738, -1.8263], [1.7038, -0.2848, -0.5363], [-1.6673, -0.2438, -0.6002], [-1.1777, -0.8721, 0.5042], [-1.9460, -1.5201, 1.2198], [0.0328, -1.2127, 0.3073], [-0.5794, -2.7043, 2.1361]], "forces_ev_per_angstrom": [[0.0, -0.2, -0.2], [0.0, 0.1, 0.1], [-2.5, 1.6, 1.0], [3.0, 1.8, -2.7], [-0.5, 0.2, 0.3], [-0.9, -0.2, 0.2], [-0.4, -1.5, 1.4], [0.3, -2.3, -4.9], [-2.7, 2.3, 0.6], [1.7, 1.0, 1.8], [1.7, -2.7, 2.3]], "lowdin_charge": [-0.03, 0.10, -0.11, 0.23, 0.09, 0.75, 0.03, -0.77, -0.13, -0.24, 1.07], "homo_lumo_gap_ev": [7.300, 8.084], "multiplicity": 2, "charge": 1, "e_tot_ev": -16721.2779, "homo_ev": [-12.55, -13.96]}

---

# 3
{"formula": "C25H68O11", "method": "ωB97M-V with the def2-TZVPD basis set", "species": ["C", "C", "C", "O", "H", "H", "H", "H", "H", "H", "H", "H", "C", "C", "C", "O", "H", "H", "H", "H", "H", "H", "H", "H", "C", "C", "C", "O", "H", "H", "H", "H", "H", "H", "H", "H", "C", "C", "C", "O", "H", "H", "H", "H", "H", "H", "H", "H", "C", "C", "C", "O", "H", "H", "H", "H", "H", "H", "H", "H", "C", "C", "C", "O", "H", "H", "H", "H", "H", "H", "H", "H", "C", "C", "C", "O", "H", "H", "H", "H", "H", "H", "H", "H", "O", "C", "C", "O", "H", "H", "H", "H", "H", "H", "O", "C", "C", "O", "H", "H", "H", "H", "H", "H"], "xyz": [[-2.2748, 2.9508, -3.4028], [-3.7327, 2.5965, -3.8067], [-3.9014, 1.1175, -3.8789], [-4.6248, 3.0906, -2.7886], [-1.5249, 2.4756, -4.0352], [-2.1404, 2.5401, -2.4021], [-2.0709, 4.0213, -3.3818], [-4.0630, 3.0364, -4.7477], [-4.9457, 0.8886, -4.0913], [-3.6333, 0.5895, -2.9638], [-3.2154, 0.8737, -4.6901], [-4.5004, 4.0166, -2.5680], [-1.0333, -0.0034, 4.3497], [-0.0273, 0.5985, 5.3284], [-0.3640, 0.3440, 6.7782], [1.2837, 0.2405, 5.1084], [-0.9990, -1.0906, 4.4190], [-0.8045, 0.2040, 3.3044], [-2.0952, 0.2065, 4.4772], [-0.0616, 1.6876, 5.3027], [0.0088, 1.0222, 7.5458], [0.0984, -0.5968, 7.0765], [-1.4477, 0.2677, 6.8673], [1.4000, 0.2299, 4.1556], [3.4431, 1.4342, -5.9558], [2.6979, 1.9308, -4.7609], [1.9723, 0.7996, -4.0819], [3.5771, 2.5368, -3.8182], [4.2411, 0.7130, -5.7793], [3.8373, 2.2529, -6.5579], [2.7517, 0.9279, -6.6294], [1.9109, 2.6456, -5.0012], [2.7090, 0.1352, -3.6303], [1.3277, 0.2724, -4.7853], [1.3679, 1.0618, -3.2135], [4.0732, 1.8735, -3.3328], [1.5933, -3.8499, 2.8180], [1.0097, -4.0847, 1.4595], [-0.5448, -3.9078, 1.4656], [1.5611, -3.1545, 0.5129], [1.3893, -2.8121, 3.0815], [2.6652, -4.0223, 2.9156], [1.1984, -4.4931, 3.6044], [1.1895, -5.0767, 1.0450], [-1.0408, -4.1362, 0.5222], [-0.8076, -2.8804, 1.7177], [-0.9962, -4.5293, 2.2388], [2.5204, -3.1585, 0.5477], [-4.6841, -0.8058, 0.1676], [-4.7908, -2.1423, -0.5932], [-3.5225, -3.0247, -0.5785], [-5.8413, -2.8657, -0.0160], [-5.6236, -0.3479, 0.4772], [-4.1955, -0.1951, -0.5915], [-4.1031, -0.9171, 1.0831], [-4.9189, -1.8276, -1.6289], [-3.7216, -3.9923, -1.0392], [-3.0596, -3.1404, 0.4015], [-2.7270, -2.5467, -1.1501], [-5.7479, -2.7598, 0.9336], [-1.9607, 3.9328, 0.4730], [-1.9341, 4.2620, 1.9557], [-1.8436, 3.1988, 2.9807], [-0.9501, 5.2220, 2.1518], [-1.6602, 4.7880, -0.1324], [-2.9614, 3.5656, 0.2455], [-1.3331, 3.1105, 0.1294], [-2.8646, 4.8216, 2.0512], [-0.9128, 2.6318, 2.9658], [-2.6431, 2.4608, 2.9165], [-1.8905, 3.5685, 4.0050], [-0.2746, 4.8157, 2.6997], [0.1279, -1.2736, -1.7642], [0.2246, -0.0884, -0.7906], [-1.1594, 0.1401, -0.0891], [1.0846, -0.4825, 0.2479], [-0.5002, -0.9452, -2.5923], [-0.3375, -2.1181, -1.2561], [1.1383, -1.5078, -2.0995], [0.5731, 0.8565, -1.2077], [-1.8164, 0.6639, -0.7835], [-0.9932, 0.8155, 0.7501], [-1.6105, -0.7620, 0.3242], [0.9271, -1.4223, 0.3639], [3.5449, 0.7697, -0.0167], [3.5109, 1.7667, 1.0554], [3.1259, 1.1604, 2.3682], [1.7419, 0.9323, 2.5241], [2.6615, 0.3990, -0.0781], [4.4962, 2.2287, 1.1175], [2.7836, 2.5427, 0.8169], [3.3645, 1.9001, 3.1323], [3.6358, 0.2106, 2.5292], [1.4774, 0.5065, 1.7053], [4.4173, -3.4415, 0.3452], [4.9463, -2.5523, -0.5620], [4.3292, -2.7396, -1.9246], [4.5610, -4.0069, -2.5610], [4.6551, -4.3035, -0.0041], [4.8496, -1.5477, -0.1504], [6.0178, -2.7510, -0.5835], [4.6453, -1.9334, -2.5866], [3.2503, -2.6361, -1.8091], [5.5147, -3.9788, -2.6674]], "forces_ev_per_angstrom": [[-0.6, -0.3, -0.2], [0.5, 1.3, 1.5], [-0.1, 0.0, -0.3], [-0.3, -0.6, 0.1], [-0.1, 0.0, -0.2], [0.1, 0.1, 0.1], [-0.1, 0.0, 0.0], [0.4, 0.1, -0.3], [0.1, -0.2, -0.3], [0.2, 0.2, 0.1], [-0.3, -0.8, -0.1], [0.3, 0.1, -0.3], [0.1, -1.0, -0.3], [-1.1, 1.9, 1.0], [-0.3, -1.3, 0.6], [0.8, -1.1, 0.0], [0.2, -0.3, 0.2], [0.2, 0.3, 0.0], [0.1, 0.6, 0.4], [-0.4, 0.5, -0.8], [0.1, 0.6, -0.5], [-0.3, -0.4, -0.1], [0.0, 0.0, 0.3], [0.4, 0.2, -0.5], [-0.2, 0.1, -1.6], [0.0, -0.5, 1.4], [-0.2, -0.7, 0.6], [-0.1, 0.9, -0.2], [0.0, 0.1, 0.5], [0.2, 0.1, 0.2], [-0.2, -0.1, -0.1], [0.5, 0.5, -0.3], [0.1, -0.5, -0.4], [0.1, -0.2, 0.0], [-0.1, 0.6, -0.2], [-0.1, -0.3, 0.0], [0.3, 0.0, 0.8], [-1.2, -0.1, -0.9], [0.8, 0.2, 0.2], [-1.1, 0.3, 0.0], [0.0, 0.1, 0.2], [0.2, 0.2, -0.6], [-0.5, 0.0, -0.2], [0.2, -0.3, 0.3], [0.4, -0.1, -0.1], [0.1, 0.2, 0.1], [0.1, -0.1, 0.0], [0.6, -0.3, 0.1], [0.9, -0.4, -0.7], [0.9, 0.4, 1.3], [0.3, 0.9, -0.2], [-1.0, -0.7, -0.6], [-0.2, -0.3, -0.5], [0.3, 0.8, 0.7], [0.4, 0.1, -0.1], [-1.0, -0.7, -0.2], [-0.1, 0.0, 0.2], [-0.5, -0.2, 0.3], [0.0, 0.1, -0.3], [-0.1, -0.1, 0.1], [-0.1, -1.5, -0.3], [-0.9, 1.1, -1.2], [-0.2, -1.4, 0.8], [1.5, 0.8, 0.7], [-0.4, 0.2, 0.2], [-0.2, 0.3, -0.4], [0.5, -0.1, 0.4], [-0.4, -0.1, 0.6], [0.3, 0.0, -0.5], [-0.1, 0.0, -0.2], [-0.2, 0.5, -0.1], [0.3, 0.2, 0.0], [0.1, 1.5, -0.1], [-2.4, -1.1, 1.0], [0.9, 0.9, -0.7], [0.9, 0.7, 0.2], [0.0, -0.3, -0.3], [0.1, 0.0, -0.1], [-0.2, -0.3, -0.2], [0.1, -0.2, -0.2], [-0.4, -0.2, 0.1], [0.0, 0.1, 0.1], [0.1, -0.2, -0.4], [0.6, -0.9, 0.5], [0.6, 1.2, 0.7], [-0.2, -0.9, -1.1], [0.3, 0.4, 0.8], [-0.3, 0.3, -0.3], [-0.3, -0.4, 0.0], [0.0, -0.2, -0.1], [0.0, 0.2, -0.1], [0.3, -0.2, 0.3], [0.5, 0.1, 0.1], [-0.7, -0.6, -0.3], [-0.9, -1.1, 1.3], [1.2, 0.5, -0.6], [-0.9, 0.7, -0.5], [0.4, 0.7, 1.0], [-0.3, -0.4, 0.2], [-0.4, 0.1, -0.4], [0.5, 0.2, -0.4], [0.1, 0.1, -0.1], [-0.1, -0.1, -0.1], [0.3, -0.6, -0.4]], "lowdin_charge": [-0.04, -0.48, -0.06, -0.07, 0.07, 0.06, 0.08, 0.13, 0.09, 0.07, 0.09, 0.08, -0.05, -0.54, -0.06, -0.03, 0.08, 0.05, 0.08, 0.12, 0.08, 0.08, 0.08, 0.03, -0.07, -0.50, -0.07, -0.04, 0.09, 0.08, 0.08, 0.14, 0.08, 0.09, 0.06, 0.08, -0.05, -0.44, -0.04, -0.08, 0.08, 0.08, 0.08, 0.13, 0.06, 0.07, 0.08, 0.05, -0.05, -0.48, -0.05, -0.04, 0.08, 0.06, 0.07, 0.13, 0.09, 0.06, 0.06, 0.09, -0.05, -0.53, -0.06, -0.03, 0.08, 0.08, 0.05, 0.13, 0.07, 0.09, 0.09, 0.08, -0.03, -0.42, -0.03, -0.11, 0.08, 0.07, 0.07, 0.13, 0.06, 0.06, 0.06, 0.06, -0.09, -0.20, -0.24, -0.09, 0.02, 0.12, 0.12, 0.13, 0.13, 0.04, -0.06, -0.26, -0.23, -0.05, 0.10, 0.12, 0.12, 0.12, 0.11, 0.08], "homo_lumo_gap_ev": 9.864, "e_tot_ev": -49548.1004, "smiles": "CC(C)O.CC(C)O.CC(C)O.CC(C)O.CC(C)O.CC(C)O.CC(C)O.OCCO.OCCO", "homo_ev": -9.43}

---

# 4
{"formula": "CH9N2O", "method": "ωB97M-V with the def2-TZVPD basis set", "species": ["N", "H", "H", "H", "H", "N", "C", "O", "H", "H", "H", "H", "H"], "xyz": [[1.3665, -1.0741, -2.4256], [2.3707, -0.7360, -2.6982], [1.3533, -1.9495, -2.8092], [0.0062, 0.3633, -0.1895], [0.7507, -0.4505, -2.8419], [0.1122, 0.1011, 0.8745], [-0.8895, 0.7154, 1.8110], [-2.0637, 0.4669, 1.1526], [1.1379, 0.1735, 1.2690], [-0.0198, -0.8609, 0.7860], [-0.9002, 0.3787, 2.8585], [-0.8114, 1.8069, 1.7795], [-2.4128, 1.0652, 0.4333]], "forces_ev_per_angstrom": [[4.4, 2.5, 2.0], [-2.5, -0.5, 0.8], [-0.7, -2.7, -1.3], [0.6, 0.2, 2.6], [-1.4, 1.0, -1.4], [3.6, 1.7, -0.3], [-1.4, 2.4, -2.0], [-2.4, -1.0, -0.6], [-2.1, 0.2, -1.5], [-0.7, -2.5, 0.3], [0.3, -0.6, -0.7], [1.2, -0.1, 0.4], [1.1, -0.4, 1.5]], "lowdin_charge": [0.02, 0.09, -0.03, 0.21, -0.03, 0.19, -0.22, -0.03, 0.23, 0.12, 0.16, 0.14, 0.16], "homo_lumo_gap_ev": 10.287, "charge": 1, "e_tot_ev": -6202.8454, "homo_ev": -14.09}

---

# 5
{"formula": "C4H14N2S", "method": "ωB97M-V with the def2-TZVPD basis set", "species": ["C", "C", "N", "H", "H", "H", "H", "H", "H", "H", "H", "C", "C", "S", "N", "H", "H", "H", "H", "H", "H"], "xyz": [[2.0316, 1.5895, -0.5847], [1.3963, 0.8615, -1.7993], [0.1066, 1.4557, -2.1871], [3.0548, 1.9446, -0.7237], [1.4121, 2.4682, -0.4182], [1.9504, 0.9253, 0.2954], [2.0442, 0.8996, -2.6730], [1.2371, -0.2039, -1.6371], [-1.2166, 1.1193, -0.4269], [-0.6417, 0.7830, -2.1338], [0.1152, 2.0480, -3.0044], [-1.3261, -1.3938, 2.2108], [-0.7783, -0.4804, 1.0813], [-2.0722, -0.3805, -0.3293], [-1.4807, -2.7999, 1.8552], [-2.3142, -0.9778, 2.4342], [-0.6487, -1.3018, 3.0651], [0.1306, -0.9844, 0.7421], [-0.5223, 0.4953, 1.5079], [-0.5546, -3.2143, 1.7824], [-1.9236, -2.8531, 0.9432]], "forces_ev_per_angstrom": [[-0.6, -0.6, 0.0], [0.1, 0.6, -0.7], [0.1, -0.1, 0.9], [0.0, -0.4, 0.0], [0.0, 0.1, 0.2], [0.3, 0.5, -0.2], [0.3, 0.1, 0.0], [0.0, 0.0, 0.3], [-2.4, -3.1, -0.5], [0.0, 0.1, -0.7], [-0.1, -0.3, 0.0], [-0.3, 0.7, -0.7], [-0.5, -1.6, 0.6], [3.4, 3.9, 1.1], [0.3, 0.3, 0.1], [0.1, -0.2, 0.5], [-0.3, -0.1, 0.1], [0.0, 0.4, -0.4], [-0.3, -0.1, -0.4], [-0.2, -0.1, -0.2], [0.0, -0.2, 0.0]], "lowdin_charge": [-0.10, -0.32, -0.05, 0.06, 0.06, 0.06, 0.09, 0.09, 0.07, -0.04, 0.07, -0.39, -0.57, 0.56, -0.01, 0.09, 0.11, 0.05, 0.06, 0.06, 0.04], "homo_lumo_gap_ev": 9.423, "e_tot_ev": -18188.4132, "homo_ev": -9.05}

---

For the records above, the corresponding relative energy (zero: lowest compared OMol25 entry of this formula, charge and spin) values read 486.1 306.3 11.3 171.1 195.5 kJ/mol.